(1)
Below is a structure of composition C27H22N6O2PRuSSe2 at a distorted geometry, with properties calculated with ωB97M-V with the def2-TZVPD basis set.

ORCA input file:
```
! RIJCOSX wB97M-V def2-TZVPD def2/J DEFGRID3
* xyz 0 2
Ru -1.07823 0.05322 -0.05899
O -2.25419 3.11328 2.47267
C -2.06265 1.93159 2.22932
O -1.29662 1.56664 1.25233
C -2.68121 0.87634 3.10713
C -3.10275 1.32346 4.36175
C -3.67654 0.47021 5.28115
C -3.85405 -0.86606 4.94687
C -3.46014 -1.32727 3.70869
C -2.87200 -0.47282 2.76411
S -2.52240 -1.23527 1.22969
H -2.95999 2.37147 4.58547
H -3.98472 0.83907 6.25042
H -4.30200 -1.55256 5.65440
H -3.60513 -2.36644 3.44198
Se 0.78872 -0.70637 1.76472
P 2.17471 -0.14591 0.19800
Se 0.93530 0.47896 -1.51175
C 3.32219 1.17600 0.69119
C 3.88880 1.12562 1.95922
C 4.80295 2.09432 2.34159
C 5.14434 3.11144 1.46151
C 4.56887 3.16459 0.19932
C 3.65516 2.19745 -0.18881
C 3.26941 -1.50838 -0.29955
C 3.60359 -1.70867 -1.63229
C 4.48774 -2.72117 -1.97075
C 5.03291 -3.52985 -0.98251
C 4.69065 -3.33216 0.34796
C 3.80531 -2.32223 0.69176
H 3.59388 0.34522 2.65147
H 5.23940 2.06094 3.33104
H 5.85346 3.87048 1.76470
H 4.82451 3.96485 -0.48257
H 3.19011 2.24510 -1.16575
H 3.16752 -1.08373 -2.40198
H 4.74769 -2.88019 -3.00914
H 5.72106 -4.32094 -1.25029
H 5.10520 -3.96935 1.11792
H 3.50852 -2.17778 1.72427
N -1.96103 3.24250 -0.75170
C -2.43387 2.40012 -1.66207
N -3.09487 2.91545 -2.69977
C -3.51525 2.04964 -3.61404
N -4.21312 2.53362 -4.65498
N -3.29083 0.73294 -3.58368
C -2.63430 0.29216 -2.53382
N -2.20476 1.07084 -1.51730
C -2.29060 -1.09928 -2.46452
C -2.69586 -2.03149 -3.42138
C -2.32953 -3.34411 -3.27824
C -1.56240 -3.72013 -2.17645
C -1.19944 -2.75227 -1.27076
N -1.54910 -1.47398 -1.41722
H -2.22588 4.20588 -0.85132
H -1.60776 2.87928 0.13905
H -4.33498 3.52462 -4.74735
H -4.47160 1.91148 -5.39804
H -3.29521 -1.68396 -4.24950
H -2.63623 -4.08141 -4.00761
H -1.25410 -4.74341 -2.02336
H -0.60867 -2.98153 -0.39217
*
```

Output
E_tot = -194795.931 eV

Atomic partial charges in e from the Löwdin method, atoms 1 to 6: atom 1 (Ru): 0.686, atom 2 (O): 0.049, atom 3 (C): -0.587, atom 4 (O): -0.308, atom 5 (C): -0.144, atom 6 (C): -0.027



(2)
Below is a structure of composition C8H7N3 at a distorted geometry, with properties calculated with ωB97M-V with the def2-TZVPD basis set.

ORCA input file:
```
! RIJCOSX wB97M-V def2-TZVPD def2/J DEFGRID3
* xyz 0 1
C -0.02822 0.69616 1.21202
C 1.07528 0.14846 1.82572
C 1.72552 -0.97476 1.28779
C 0.47341 -1.00695 -0.55689
C 0.08757 -1.32917 -2.00864
C -0.75539 -0.51386 -2.72541
C -1.18554 0.87148 -0.96514
C -0.26440 0.17508 -0.07463
H -1.13404 1.31465 3.01967
H -1.42213 1.89714 1.25150
H 1.25613 0.32450 2.95056
H 2.77274 -1.20879 1.72085
H 0.55022 -2.22662 -2.57909
H -1.07842 -0.80062 -3.66180
H -1.48145 1.85728 -0.58954
N -0.65857 1.74271 1.88043
N 1.48287 -1.56014 0.16375
N -1.41557 0.59345 -2.15115
*
```

Output
E_tot = -12877.337 eV

Atomic partial charges in e from the Löwdin method, atoms 1 to 6: atom 1 (C): -0.355, atom 2 (C): -0.046, atom 3 (C): -0.184, atom 4 (C): -0.157, atom 5 (C): 0.015, atom 6 (C): -0.115



(3)
Below is a cluster of 10 separate species, C45H55N5O15 in total at a distorted geometry, with properties calculated with ωB97M-V with the def2-TZVPD basis set.

ORCA input file:
```
! RIJCOSX wB97M-V def2-TZVPD def2/J DEFGRID3
* xyz 0 1
C 2.73731 -4.46614 -2.58966
C 1.30386 -4.62950 -2.03034
C 0.98613 -5.89481 -1.20608
O 0.46472 -5.43969 0.02685
C 0.62415 -4.13377 0.11777
O 0.45200 -3.49124 1.14222
O 1.25470 -3.66638 -0.99317
H 2.84731 -3.47149 -3.02173
H 2.95125 -5.28858 -3.27224
H 3.54994 -4.45743 -1.86326
H 0.51253 -4.64535 -2.77977
H 1.92606 -6.44056 -1.12377
H 0.23098 -6.49853 -1.70946
C 2.85299 -1.81262 2.55905
C 2.25158 -1.12653 3.81100
C 0.82093 -1.52578 4.04175
O 0.70984 -1.83699 5.39703
C 1.96744 -1.94286 5.91411
O 2.26302 -2.30965 7.04684
O 2.90142 -1.67646 5.01757
H 2.53020 -1.27528 1.66733
H 2.45671 -2.82312 2.45927
H 3.94178 -1.76133 2.56263
H 2.31458 -0.03932 3.85698
H 0.45285 -2.37021 3.45903
H 0.20107 -0.65991 3.80908
C -1.25611 0.75654 -1.56907
C -0.44630 1.05238 -0.34622
C 0.35607 -0.12161 0.35036
O 1.62895 0.41311 0.19777
C 1.67738 1.67381 -0.30845
O 2.69350 2.36299 -0.34218
O 0.50898 2.01949 -0.78906
H -0.57984 0.32239 -2.30546
H -1.64510 1.66388 -2.03115
H -2.11332 0.08948 -1.47788
H -1.10125 1.45318 0.42741
H 0.06770 -1.02337 -0.18979
H 0.12394 -0.26921 1.40508
C -5.76658 5.39381 0.46461
C -5.03093 4.92121 -0.79911
C -3.69603 4.15120 -0.60981
O -3.86862 2.96228 -1.34548
C -5.11914 2.82880 -1.81527
O -5.48431 1.92627 -2.48228
O -5.83261 3.85622 -1.34985
H -6.74234 5.80030 0.19860
H -5.25583 6.28140 0.83802
H -5.84641 4.63022 1.23833
H -4.97937 5.69248 -1.56760
H -3.42192 3.97552 0.43043
H -2.94557 4.75387 -1.12137
C -2.56007 -3.01232 5.20674
C -2.07687 -2.98502 3.75641
C -3.12132 -3.59661 2.79948
O -3.24819 -2.61895 1.78755
C -2.61632 -1.50361 2.12484
O -2.45307 -0.55742 1.37671
O -2.03766 -1.61627 3.33285
H -3.61001 -2.80473 5.41324
H -1.89701 -2.39960 5.81750
H -2.37230 -3.93762 5.75141
H -1.18328 -3.60098 3.65541
H -4.09232 -3.79867 3.25161
H -2.66663 -4.50400 2.40199
N 6.96962 -1.00888 1.25140
C 8.22116 -0.52588 1.03717
C 8.50313 0.70998 0.43925
C 7.39366 1.42699 -0.04918
C 6.09794 0.95857 0.08670
C 5.96994 -0.30374 0.69281
H 9.00301 -1.06874 1.54747
H 9.49563 1.13455 0.40626
H 7.66360 2.33579 -0.56650
H 5.23173 1.45801 -0.32151
H 4.96643 -0.70163 0.72543
N 0.01843 1.75646 3.49412
C 0.76885 2.73098 2.90541
C 0.21088 3.87650 2.33474
C -1.11444 3.97536 2.38702
C -1.92152 2.96450 2.85822
C -1.31317 1.93267 3.50931
H 1.83690 2.57699 2.94945
H 0.73693 4.65770 1.80617
H -1.54163 4.81395 1.85723
H -2.98890 2.94475 2.69473
H -1.83841 1.08487 3.92374
N -5.46324 -3.87722 -0.39584
C -6.77429 -3.58325 -0.46763
C -7.30671 -2.48580 -1.12050
C -6.38625 -1.51097 -1.62570
C -5.00871 -1.70900 -1.47725
C -4.57699 -2.90208 -0.91627
H -7.49323 -4.19892 0.05245
H -8.34216 -2.19423 -1.21660
H -6.80985 -0.59467 -2.00956
H -4.36992 -0.86479 -1.69091
H -3.53348 -3.17073 -0.84329
N 5.35853 0.62948 -3.62931
C 5.92072 -0.50385 -3.18103
C 5.32964 -1.40006 -2.27116
C 3.99989 -1.16122 -1.97058
C 3.30971 -0.02152 -2.50990
C 4.06096 0.89211 -3.31138
H 6.93769 -0.75867 -3.44032
H 5.83355 -2.28367 -1.90824
H 3.47819 -1.67297 -1.17537
H 2.23726 0.10314 -2.48325
H 3.57519 1.67738 -3.87154
N -0.24641 5.50064 -6.40085
C -1.23412 5.42652 -5.44153
C -1.41153 4.32544 -4.56682
C -0.43578 3.31096 -4.59675
C 0.64928 3.47921 -5.44916
C 0.70831 4.54506 -6.34721
H -1.96645 6.21100 -5.56273
H -2.25153 4.23150 -3.89454
H -0.52483 2.50242 -3.88631
H 1.35759 2.66605 -5.39032
H 1.51407 4.71604 -7.04572
*
```

Output
Structure (SMILES) = C[C@H]1COC(=O)O1.C[C@H]1COC(=O)O1.C[C@H]1COC(=O)O1.C[C@H]1COC(=O)O1.C[C@H]1COC(=O)O1.c1ccncc1.c1ccncc1.c1ccncc1.c1ccncc1.c1ccncc1
E_tot = -85718.071 eV

Atomic partial charges in e from the Löwdin method, atoms 1 to 6: atom 1 (C): -0.014, atom 2 (C): -0.287, atom 3 (C): -0.087, atom 4 (O): 0.100, atom 5 (C): -0.520, atom 6 (O): 0.120



The highest E_tot belongs to which entry? C8H7N3